No. 1
CH12O6 | wB97M-V/def2-TZVPD

Properties
Orbital gap: 10.48 eV
Molecular weight: 120.1 g mol⁻¹
Highest occupied orbital energy: -10.007 eV
Total energy: -496.72437 hartree
Structure (SMILES): C=O.O.O.O.O.O
Spin multiplicity: 1

XYZ file:
```
19
Properties=species:S:1:pos:R:3:lowdin_charge:R:1
O -3.41 0.38 -0.06 -0.03
C -2.91 -0.73 -0.06 -0.10
H -1.99 -0.98 0.46 0.05
H -3.30 -1.45 -0.80 0.09
H 1.81 0.63 -1.31 0.00
H 1.36 0.72 -2.79 0.03
O 1.24 1.17 -1.94 -0.10
H 0.78 0.45 2.73 0.07
H 0.14 0.68 1.30 0.02
O 0.80 0.12 1.84 -0.09
H 0.35 -1.42 0.74 0.01
H 0.20 -1.59 -0.76 0.04
O -0.19 -1.87 0.07 -0.07
H -0.26 1.79 -0.47 0.05
H -1.65 1.42 0.12 0.04
O -0.71 1.49 0.32 -0.02
H 3.35 -0.32 -0.03 0.07
H 1.97 -0.14 0.77 0.02
O 2.39 -0.35 -0.12 -0.08
```


No. 2
C5H14S | wB97M-V/def2-TZVPD

Properties
Orbital gap: 9.94 eV
Molecular weight: 106.2 g mol⁻¹
Highest occupied orbital energy: -9.081 eV
Total energy: -597.02793 hartree
Structure (SMILES): CCC.CCS
Spin multiplicity: 1

XYZ file:
```
20
Properties=species:S:1:pos:R:3:lowdin_charge:R:1
C -1.78 -0.57 -1.75 -0.15
C -0.91 -1.85 -1.27 -0.55
S -0.65 -1.93 0.58 0.65
H -1.20 0.24 -1.33 0.03
H -1.88 -0.40 -2.84 0.06
H -2.88 -0.55 -1.51 0.08
H 0.05 -1.83 -1.77 0.05
H -1.56 -2.75 -1.48 0.06
H 0.43 -2.59 0.88 -0.20
C 2.22 1.15 0.31 -0.12
C 1.11 1.87 1.15 -0.33
C 0.56 3.15 0.59 -0.13
H 3.11 1.75 0.14 0.06
H 2.31 0.21 0.81 0.04
H 1.76 0.73 -0.72 0.11
H 0.37 1.08 1.20 0.06
H 1.45 1.98 2.15 0.08
H 0.03 3.76 1.27 0.04
H -0.13 2.98 -0.30 0.09
H 1.35 3.80 0.13 0.08
```


No. 3
C6H9N | wB97M-V/def2-TZVPD

Properties
Orbital gap: 9.66 eV
Molecular weight: 95.1 g mol⁻¹
Highest occupied orbital energy: -8.573 eV
Total energy: -288.65409 hartree
Structure (SMILES): C[C@]12C[C@H]1[C@H]1N[C@H]12
Spin multiplicity: 1

XYZ file:
```
16
Properties=species:S:1:pos:R:3:lowdin_charge:R:1
C 1.61 -0.70 0.88 -0.03
C 0.43 -0.15 0.12 -0.37
C 0.54 0.80 -1.04 -0.06
C -0.32 1.17 0.13 -0.13
C -1.67 0.39 0.14 -0.19
N -1.84 -0.59 -0.91 0.06
C -0.94 -0.90 0.16 -0.19
H 1.35 -0.93 1.92 0.08
H 2.46 -0.01 0.88 0.08
H 1.94 -1.63 0.41 0.08
H 1.49 1.33 -1.06 0.11
H 0.14 0.62 -2.03 0.10
H -0.16 2.06 0.72 0.13
H -2.54 0.70 0.70 0.13
H -1.39 -0.38 -1.80 0.08
H -1.10 -1.78 0.78 0.14
```


No. 4
CH3IO2 | wB97M-V/def2-TZVPD

Properties
Orbital gap: 8.79 eV
Molecular weight: 173.9 g mol⁻¹
Highest occupied orbital energy: -9.068 eV
Total energy: -487.90974 hartree
Spin multiplicity: 1

XYZ file:
```
7
Properties=species:S:1:pos:R:3:lowdin_charge:R:1
C 1.02 0.24 -0.66 -0.13
O 0.28 -0.49 -1.25 -0.07
O -0.45 0.30 1.77 -0.99
I -2.03 -0.51 1.12 1.26
H 2.08 0.18 -0.73 0.08
H 0.60 0.82 0.15 0.03
H -1.50 -0.54 -0.39 -0.19
```


No. 5
C3H3BrO | wB97M-V/def2-TZVPD

Properties
Orbital gap: 8.23 eV
Molecular weight: 135.0 g mol⁻¹
Highest occupied orbital energy: -8.930 eV
Total energy: -2765.26518 hartree
Structure (SMILES): C=C=C=O.Br
Spin multiplicity: 1

XYZ file:
```
8
Properties=species:S:1:pos:R:3:lowdin_charge:R:1
C 0.13 -1.41 -0.20 0.05
C -0.77 -0.86 0.58 -0.06
C -1.53 -0.47 1.53 -0.23
O -2.36 -0.20 2.29 0.15
Br 1.13 3.01 -1.22 0.31
H 0.10 -1.16 -1.18 0.01
H 0.93 -2.14 0.03 0.08
H 2.37 3.23 -1.83 -0.31
```


No. 6
C23H50MnNO6P2Si | wB97M-V/def2-TZVPD

Properties
<S²>: 6.20
Net charge: +2
Orbital gap (spin up / spin down): 5.41 / 4.67 eV
Molecular weight: 581.6 g mol⁻¹
Highest occupied orbital energy (spin up / spin down): -13.774 / -12.976 eV
Total energy: -3535.34673 hartree
Spin multiplicity: 5

XYZ file:
```
84
Properties=species:S:1:pos:R:3:mulliken_spin:R:1
Mn 0.06 0.14 0.14 3.94
P 2.18 -1.14 0.25 -0.19
C 2.22 -1.97 -1.32 0.35
C 1.10 -1.71 -2.14 -0.12
N -0.04 -1.03 -1.67 0.06
C -1.22 -1.27 -2.28 -0.02
C -1.33 -2.13 -3.37 0.09
C -0.17 -2.60 -4.00 -0.04
C 1.05 -2.27 -3.44 0.12
C -2.54 -0.66 -1.72 -0.02
P -2.49 0.95 -0.97 -0.04
H 1.99 -2.58 -3.90 0.00
H -2.32 -2.37 -3.76 0.00
H -0.24 -3.26 -4.86 0.00
H -3.27 -0.61 -2.54 0.00
H -2.96 -1.36 -0.98 0.00
H 2.89 2.53 -3.29 0.00
H 3.18 -2.28 -1.79 -0.01
H 0.26 6.11 -1.53 0.00
O 2.61 1.84 -2.66 0.00
H 1.87 1.36 -3.13 0.00
H -1.39 0.96 -0.02 0.00
O 0.16 5.82 -0.61 0.00
H -0.77 6.04 -0.39 0.00
C -2.38 2.17 -2.30 0.00
H -3.39 2.29 -2.77 0.00
H -2.05 3.15 -1.90 0.00
H -1.67 1.81 -3.07 0.00
C -3.98 1.27 0.00 0.00
H -3.81 2.16 0.64 0.00
H -4.84 1.47 -0.66 0.00
H -4.22 0.41 0.65 0.00
C 1.88 -2.68 1.18 -0.05
H 2.79 -3.30 1.10 -0.01
H 1.59 -2.48 2.22 0.05
H 1.06 -3.20 0.64 0.00
C 3.75 -0.37 0.79 -0.01
H 3.77 -0.22 1.89 0.00
H 4.62 -1.00 0.50 -0.01
H 3.86 0.62 0.32 0.00
C 0.86 3.98 3.52 0.00
C 1.66 2.83 4.14 0.00
C 2.76 2.39 3.18 0.00
C 2.26 3.28 5.47 0.00
O 0.75 1.75 4.45 0.00
Si 0.18 0.48 3.55 -0.04
O -0.04 0.82 1.99 -0.05
O 1.26 -0.76 3.67 -0.01
C 1.62 -1.52 4.86 0.00
C 0.92 -2.87 4.78 0.00
C 3.13 -1.66 4.82 0.00
C 1.18 -0.79 6.13 0.00
O -1.19 0.08 4.38 -0.01
C -2.50 -0.44 4.06 0.00
C -2.44 -1.47 2.93 0.02
C -3.01 -1.10 5.34 0.00
C -3.41 0.72 3.68 0.00
H 1.54 4.82 3.31 0.00
H 0.08 4.32 4.21 0.00
H 0.40 3.67 2.57 0.00
H 3.46 3.23 3.04 0.00
H 3.33 1.54 3.60 0.00
H 2.35 2.12 2.20 0.00
H 1.47 3.59 6.16 0.00
H 2.84 2.47 5.93 0.00
H 2.93 4.12 5.30 0.00
H 1.24 -3.43 3.89 0.00
H 1.18 -3.46 5.66 0.00
H -0.17 -2.75 4.75 0.00
H 3.62 -0.68 4.85 0.00
H 3.47 -2.24 5.68 0.00
H 3.46 -2.18 3.91 0.00
H 1.62 0.21 6.19 0.00
H 0.09 -0.71 6.19 0.00
H 1.53 -1.38 6.99 0.00
H -1.74 -2.28 3.17 0.00
H -3.44 -1.91 2.80 0.00
H -2.15 -0.99 1.98 0.00
H -3.06 -0.37 6.16 0.00
H -4.02 -1.49 5.16 0.00
H -2.37 -1.94 5.65 0.00
H -3.45 1.46 4.50 0.00
H -3.05 1.22 2.77 0.00
H -4.43 0.35 3.50 0.00
```